Here is C20H37Br12ClNO6PS2 as an isolated structure from the OMol25 dataset. Energies are from ωB97M-V/def2-TZVPD.

```
80
Properties=species:S:1:pos:R:3
C 6.95 0.00 1.48
C 5.87 -1.07 1.65
C 5.29 -1.73 0.39
Cl 4.22 -3.07 0.95
C 4.60 -0.90 -0.73
P 5.90 0.28 -1.63
N 5.41 0.21 -3.26
O 7.14 -0.79 -1.73
O 4.23 -1.88 -1.75
S 2.67 -2.13 -1.88
O 2.32 -3.47 -1.62
O 2.26 -1.50 -3.10
O 2.25 -1.23 -0.65
C 3.22 -0.17 -0.44
S 2.92 0.31 1.29
C 2.94 1.01 -1.38
C 1.64 1.79 -1.14
C 0.35 0.98 -1.24
C -0.89 1.85 -1.51
C -2.03 1.72 -0.48
C -3.40 1.44 -1.09
C -4.46 1.04 -0.06
C -5.59 0.20 -0.65
C -6.33 -0.65 0.39
C -7.07 -1.84 -0.20
O -6.20 -2.62 -1.01
C -6.88 -3.36 -1.99
H 6.59 0.92 1.03
H 7.77 -0.39 0.88
H 7.32 0.24 2.47
H 5.05 -0.70 2.27
H 6.30 -1.90 2.22
H 6.11 -2.23 -0.11
H 4.44 0.43 -3.46
H 5.62 -0.66 -3.72
H 6.91 -1.66 -2.10
H 3.92 1.20 1.29
H 2.92 0.63 -2.40
H 3.78 1.70 -1.29
H 1.70 2.30 -0.18
H 1.62 2.58 -1.90
H 0.21 0.42 -0.31
H 0.46 0.23 -2.03
H -1.29 1.61 -2.50
H -0.58 2.90 -1.56
H -2.10 2.64 0.11
H -1.79 0.92 0.24
H -3.30 0.65 -1.85
H -3.73 2.33 -1.63
H -3.98 0.48 0.75
H -4.87 1.95 0.39
H -6.32 0.87 -1.12
H -5.21 -0.46 -1.43
H -7.08 -0.03 0.89
H -5.64 -1.00 1.17
H -7.94 -1.51 -0.78
H -7.45 -2.47 0.62
H -6.16 -4.05 -2.44
H -7.27 -2.70 -2.78
H -7.71 -3.94 -1.57
C -10.95 0.25 1.07
Br -9.82 1.21 -0.16
Br -10.27 -1.52 1.38
Br -11.16 1.22 2.72
H -11.92 0.16 0.61
C 6.97 0.54 5.73
Br 5.93 -1.07 5.82
Br 6.13 1.84 4.59
Br 7.34 1.26 7.47
H 7.92 0.28 5.28
C 9.57 -2.73 -1.17
Br 9.27 -2.84 0.72
Br 11.29 -3.39 -1.67
Br 8.16 -3.63 -2.14
H 9.52 -1.68 -1.44
C -8.78 4.87 2.80
Br -10.18 4.91 1.48
Br -7.74 3.26 2.70
Br -7.67 6.44 2.69
H -9.26 4.89 3.77
```

Properties
orbital gap = 9.00 eV
net charge = 0

---

Here is a 2-piece molecular cluster, C2HFIO2 overall from the OMol25 dataset. Energies are from ωB97M-V/def2-TZVPD.

```
7
Properties=species:S:1:pos:R:3
C -0.56 0.34 0.82
C 0.31 -0.23 -0.30
O -0.02 0.86 1.77
O -1.72 0.10 0.62
F 0.92 -1.33 0.10
I -0.70 -0.85 -2.09
H 1.76 1.12 -0.92
```

Properties
orbital gap (spin up / spin down) = 7.71 / 7.46 eV
net charge = -1
ΔE to the lowest compared entry with this formula, charge and spin = 3.2615 eV

---

Here is C37H61FeNO2Si as an isolated structure from the OMol25 dataset. Energies are from ωB97M-V/def2-TZVPD.

```
103
Properties=species:S:1:pos:R:3
Fe -0.45 0.00 -0.24
C 6.96 -1.29 1.36
C 5.77 -1.73 2.23
C 5.79 -0.90 3.51
C 5.94 -3.20 2.62
C 4.48 -1.57 1.44
C 3.45 -0.74 1.83
C 2.27 -0.68 1.08
N 1.20 0.10 1.31
C 0.97 1.03 2.27
C 1.42 1.03 3.59
C 1.07 2.06 4.44
C 0.35 3.14 3.92
C -0.17 3.18 2.64
C 0.04 2.04 1.82
O -0.55 1.82 0.68
C -0.97 4.37 2.13
C -0.20 4.97 0.95
C -2.36 3.92 1.66
C -1.16 5.46 3.19
C 1.41 1.94 5.92
C 0.68 0.70 6.45
C 2.93 1.78 6.12
C 0.96 3.15 6.75
C 2.15 -1.41 -0.17
O 1.06 -1.21 -0.84
C 3.24 -2.21 -0.59
C 4.33 -2.29 0.25
C 3.31 -3.01 -1.89
C 3.36 -4.50 -1.55
C 2.12 -2.78 -2.83
C 4.57 -2.60 -2.67
H 7.89 -1.39 1.92
H 6.85 -0.25 1.06
H 7.04 -1.89 0.46
H 6.74 -1.05 4.03
H 4.99 -1.20 4.19
H 5.69 0.17 3.30
H 6.83 -3.33 3.23
H 6.02 -3.84 1.75
H 5.08 -3.53 3.21
H 3.55 -0.11 2.70
H 1.99 0.19 3.95
H 0.17 3.98 4.57
H -0.03 4.21 0.19
H 0.76 5.36 1.28
H -0.77 5.78 0.50
H -2.27 3.19 0.86
H -2.93 4.77 1.29
H -2.92 3.47 2.48
H -0.21 5.86 3.53
H -1.73 5.09 4.04
H -1.73 6.29 2.75
H 1.00 -0.19 5.91
H -0.39 0.81 6.30
H 0.88 0.55 7.51
H 3.30 0.87 5.67
H 3.16 1.75 7.18
H 3.46 2.62 5.68
H -0.12 3.29 6.69
H 1.45 4.06 6.42
H 1.22 2.99 7.79
H 5.15 -2.94 -0.04
H 2.48 -4.78 -0.98
H 4.24 -4.75 -0.96
H 3.39 -5.10 -2.46
H 1.21 -3.18 -2.39
H 2.30 -3.30 -3.77
H 1.97 -1.73 -3.04
H 5.48 -2.84 -2.13
H 4.57 -1.53 -2.87
H 4.61 -3.12 -3.62
C -0.57 -2.43 2.42
Si -1.62 -1.36 1.19
C -3.01 -0.43 2.25
C -3.99 -1.39 2.94
C -2.34 0.37 3.36
C -3.80 0.53 1.36
C -2.36 -2.58 -0.18
C -3.38 -3.57 0.38
C -1.23 -3.40 -0.80
C -3.02 -1.76 -1.30
H -1.19 -3.16 2.94
H -0.09 -1.81 3.17
H 0.21 -2.96 1.89
H -3.46 -2.14 3.52
H -4.64 -1.89 2.22
H -4.63 -0.83 3.62
H -1.77 -0.27 4.03
H -3.10 0.88 3.96
H -1.67 1.12 2.96
H -4.50 0.00 0.72
H -3.12 1.11 0.74
H -4.38 1.23 1.97
H -2.98 -4.09 1.25
H -3.63 -4.32 -0.37
H -4.30 -3.08 0.68
H -0.74 -4.02 -0.05
H -0.49 -2.75 -1.24
H -1.63 -4.06 -1.58
H -3.89 -1.23 -0.94
H -3.33 -2.41 -2.11
H -2.30 -1.03 -1.70
```

Properties
2S+1 = 5
orbital gap (spin up / spin down) = 5.15 / 5.88 eV
net charge = 0
ΔE to the lowest compared entry with this formula, charge and spin = 1.3541 eV
⟨S²⟩ = 6.345

---

Here is C6H8BrF2N2 as an isolated structure from the OMol25 dataset. Energies are from ωB97M-V/def2-TZVPD.

```
19
Properties=species:S:1:pos:R:3
C 1.77 -1.59 0.71
C 2.18 -0.32 0.28
C 0.03 -0.53 -0.15
C -2.33 0.46 0.71
C 1.09 1.62 -0.75
C -1.83 -0.22 -0.54
N 1.11 0.30 -0.15
N 0.45 -1.67 0.32
F -2.37 -1.43 -0.76
F -2.00 0.47 -1.60
Br 3.84 0.55 0.50
H 2.22 -2.48 1.20
H -3.46 0.61 0.64
H -1.79 1.38 1.05
H -2.07 -0.35 1.35
H 0.08 1.92 -0.92
H 1.69 2.33 -0.27
H 1.44 1.45 -1.77
H -0.04 -2.50 0.13
```

Properties
orbital gap = 10.36 eV
net charge = +1
ΔE to the lowest compared entry with this formula, charge and spin = 0.0000 eV

---

Here is CH4FIP2 as an isolated structure from the OMol25 dataset. Energies are from ωB97M-V/def2-TZVPD.

```
9
Properties=species:S:1:pos:R:3
C 1.51 0.60 -1.16
F 1.47 -1.13 -1.53
P -0.24 -0.81 0.54
P -0.28 0.76 -0.95
I 2.48 1.58 -2.78
H 2.33 0.55 -0.44
H -0.65 -1.83 -0.24
H -1.42 -0.35 1.04
H 0.03 1.84 -0.09
```

Properties
2S+1 = 3
orbital gap (spin up / spin down) = 5.20 / 4.73 eV
net charge = 0
ΔE to the lowest compared entry with this formula, charge and spin = 5.0922 eV
⟨S²⟩ = 2.017

---

Here is a 2-piece molecular cluster, C4H4S2 overall from the OMol25 dataset. Energies are from ωB97M-V/def2-TZVPD.

```
10
Properties=species:S:1:pos:R:3
C -0.01 -0.39 0.04
C 3.89 0.52 0.01
C -0.45 -0.26 1.20
C 0.48 -0.44 -1.16
S 3.88 -0.84 -0.81
S 3.68 1.82 0.79
H 0.40 -0.42 1.98
H -1.50 -0.20 1.63
H 0.73 -1.40 -1.65
H 0.70 0.36 -1.84
```

Properties
orbital gap = 9.25 eV
net charge = 0
ΔE to the lowest compared entry with this formula, charge and spin = 2.0282 eV

---

Here is one molecule with the formula C3H3N3O from the OMol25 dataset. Energies are from ωB97M-V/def2-TZVPD.

```
10
Properties=species:S:1:pos:R:3
H 0.53 -1.60 0.50
N 0.62 -1.58 1.54
N 0.68 -0.42 1.95
C 0.62 0.65 0.97
O -0.65 1.29 0.86
C -0.17 0.56 -0.23
C -0.63 0.23 -1.39
N -1.04 0.07 -2.55
H 1.47 1.33 1.04
H -1.65 -0.74 -2.66
```

Properties
orbital gap = 9.42 eV
net charge = 0
ΔE to the lowest compared entry with this formula, charge and spin = 5.2506 eV

---

Here is C19H33AlBeBr4CsN3O8P as an isolated structure from the OMol25 dataset. Energies are from ωB97M-V/def2-TZVPD.

```
71
Properties=species:S:1:pos:R:3
C 1.12 0.84 1.82
N 1.17 -0.63 1.60
C -0.11 -1.18 1.10
C -0.13 -2.68 1.31
C 1.10 -3.34 0.70
C 1.58 -2.73 -0.62
O 0.55 -2.50 -1.57
C -1.37 -3.33 0.66
C -2.63 -2.49 0.66
C -3.61 -2.76 1.61
C -4.79 -2.05 1.63
C -5.03 -1.02 0.73
C -4.06 -0.73 -0.21
C -4.31 0.41 -1.19
C -2.90 -1.47 -0.24
H 1.42 1.02 2.86
H 1.88 1.30 1.07
H 0.07 1.25 1.59
H 1.34 -1.09 2.48
H -0.91 -0.77 1.75
H -0.39 -0.88 0.06
H 0.97 -4.43 0.67
H 1.92 -3.15 1.43
H 2.19 -1.82 -0.47
H 2.28 -3.47 -1.06
H 0.91 -1.97 -2.29
H -1.17 -3.72 -0.35
H -1.60 -4.22 1.28
H -3.43 -3.58 2.30
H -5.54 -2.30 2.38
H -5.97 -0.48 0.79
H -5.29 0.85 -1.02
H -3.56 1.19 -0.97
H -4.17 0.11 -2.23
H -2.15 -1.23 -1.01
C 0.30 4.42 3.65
Br 0.97 3.32 5.07
Br -1.19 3.62 2.74
Br -0.12 6.23 4.29
H 1.10 4.54 2.93
C 3.51 -5.45 2.95
O 2.35 -5.11 3.00
N 4.55 -4.54 3.19
N 3.92 -6.71 2.68
H 5.54 -4.79 3.18
H 4.28 -3.59 3.42
H 3.20 -7.39 2.50
H 4.88 -6.99 2.64
Be 5.26 -3.65 1.54
O 0.80 1.73 -4.44
C -0.36 1.79 -4.77
O -0.70 2.50 -5.84
C -2.01 2.52 -6.42
C -2.92 3.50 -5.70
C -1.45 1.14 -3.93
H -2.43 1.51 -6.46
H -1.88 2.84 -7.45
H -3.06 3.23 -4.66
H -3.89 3.54 -6.18
H -2.47 4.50 -5.72
H -1.68 1.79 -3.08
H -1.08 0.18 -3.57
H -2.37 0.94 -4.48
Br 7.48 -3.53 2.95
Al 0.56 7.73 2.53
O 3.44 8.15 0.18
P 4.43 8.27 1.34
O 5.82 7.91 0.84
O 3.97 7.31 2.46
O 4.44 9.69 1.89
Cs 1.43 1.88 -0.52
```

Properties
orbital gap = 3.00 eV
net charge = +1

---

Here is a 9-piece molecular cluster, C22H60F6O20PS8 overall from the OMol25 dataset. Energies are from ωB97M-V/def2-TZVPD.

```
117
Properties=species:S:1:pos:R:3
P 9.03 -14.50 -5.26
F 8.84 -13.13 -4.33
F 10.51 -14.16 -5.37
F 9.34 -15.48 -3.90
F 9.32 -15.77 -6.21
F 7.48 -14.97 -4.94
F 8.65 -13.59 -6.51
O 5.22 -16.67 3.79
S 5.36 -15.35 3.25
O 4.09 -14.60 3.03
O 6.47 -14.50 4.18
C 7.70 -15.01 4.52
C 8.33 -14.33 5.66
C 6.36 -15.46 1.62
H 8.38 -15.03 3.66
H 7.71 -16.09 4.71
H 9.30 -14.81 5.82
H 7.76 -14.42 6.58
H 8.66 -13.30 5.51
H 6.53 -14.48 1.18
H 5.71 -15.97 0.91
H 7.20 -16.12 1.86
O 14.76 -16.60 -12.12
S 14.69 -16.72 -10.68
O 14.99 -18.01 -9.97
O 15.65 -15.53 -10.04
C 15.94 -15.46 -8.74
C 17.22 -14.67 -8.75
C 13.06 -16.06 -10.05
H 16.16 -16.41 -8.25
H 15.19 -14.91 -8.17
H 17.90 -15.03 -9.53
H 17.86 -14.92 -7.90
H 17.14 -13.60 -8.96
H 12.86 -15.08 -10.46
H 13.34 -16.02 -9.00
H 12.26 -16.77 -10.24
O 17.47 -13.75 0.96
S 16.45 -14.69 0.61
O 16.77 -15.81 -0.26
O 15.95 -15.27 2.06
C 15.23 -16.51 2.08
C 16.08 -17.57 2.69
C 15.04 -13.58 0.00
H 14.85 -17.01 1.19
H 14.32 -16.34 2.65
H 16.44 -17.11 3.61
H 16.98 -17.75 2.10
H 15.43 -18.44 2.77
H 14.36 -14.30 -0.46
H 15.45 -12.83 -0.67
H 14.62 -13.22 0.94
O 1.18 -19.42 -8.54
S 1.68 -18.14 -8.08
O 1.44 -16.83 -8.69
O 1.43 -18.03 -6.46
C 1.10 -19.11 -5.69
C 1.12 -18.94 -4.19
C 3.56 -18.40 -7.97
H 1.81 -19.91 -5.88
H 0.09 -19.47 -5.92
H 0.85 -19.75 -3.51
H 0.48 -18.11 -3.87
H 2.04 -18.49 -3.82
H 3.92 -17.91 -8.87
H 3.77 -19.45 -7.81
H 3.84 -17.91 -7.03
O -2.65 -12.10 -7.01
S -1.96 -11.93 -5.71
O -2.31 -12.82 -4.61
O -0.27 -11.85 -5.88
C 0.24 -11.12 -6.92
C 1.81 -11.02 -6.81
C -2.19 -10.21 -4.99
H -0.24 -10.17 -7.16
H 0.04 -11.72 -7.80
H 2.32 -10.72 -7.73
H 2.23 -12.02 -6.65
H 2.04 -10.43 -5.93
H -1.69 -10.15 -4.02
H -3.27 -10.09 -4.93
H -1.75 -9.44 -5.62
O 16.27 -24.37 -5.36
S 14.86 -23.92 -5.21
O 13.89 -24.82 -4.54
O 14.85 -22.37 -4.49
C 13.68 -21.60 -4.45
C 13.98 -20.54 -3.44
C 14.10 -23.46 -6.83
H 12.83 -22.21 -4.15
H 13.48 -21.04 -5.36
H 14.46 -20.99 -2.58
H 13.10 -20.08 -2.98
H 14.48 -19.67 -3.87
H 14.94 -22.97 -7.31
H 13.15 -22.94 -6.72
H 13.86 -24.43 -7.25
C 7.35 -8.01 -1.50
S 8.91 -7.28 -0.66
O 8.39 -6.39 0.45
C 9.45 -8.91 0.13
H 6.53 -7.35 -1.79
H 6.83 -8.63 -0.78
H 7.46 -8.64 -2.38
H 9.87 -8.76 1.13
H 10.07 -9.45 -0.58
H 8.50 -9.43 0.26
C 12.67 -8.88 -6.10
S 14.26 -8.27 -6.82
O 15.35 -8.95 -6.03
C 14.05 -9.10 -8.36
H 12.44 -8.33 -5.19
H 12.76 -9.95 -5.89
H 11.85 -8.87 -6.82
H 13.60 -10.08 -8.22
H 14.91 -9.31 -8.99
H 13.28 -8.69 -9.02
```

Properties
orbital gap = 9.19 eV
net charge = -1
ΔE to the lowest compared entry with this formula, charge and spin = 8.6451 eV